[1]
Entry from the OMol25 dataset: a cluster of 3 separate species, C33H70ClF3N8O5P3 in total at a distorted geometry (the ωB97M-V functional and the def2-TZVPD basis).

Last column: Mulliken charge in e.
Positions of all 123 atoms, in Å:
C: 2.28534 -1.84342 1.02025  -0.654
O: 2.83424 -2.20757 -0.22653  -0.396
C: 1.84963 -2.31582 -1.24590  -0.405
C: 1.89707 -1.10831 -2.20176  -0.347
C: 0.59254 -0.26921 -2.19760  -0.589
C: 0.69549 0.97302 -1.30560  -1.256
C: -0.43371 1.99101 -1.52252  3.542
C: -0.37952 2.54861 -2.96932  0.346
C: -1.51868 3.12420 -3.52784  -0.814
C: -1.44631 3.60194 -4.83138  -0.903
C: -0.23893 3.50022 -5.50956  -0.764
C: 0.83019 2.91766 -4.84083  -0.569
N: 0.78969 2.45537 -3.59297  0.241
C: -1.80756 1.27908 -1.39634  -2.946
N: -2.78344 1.98507 -0.49878  0.373
C: -3.60544 0.95217 0.16682  -1.140
C: -4.45239 0.06811 -0.75680  0.313
C: -5.01194 0.73135 -2.02743  -1.351
Cl: -3.61631 -1.47313 -1.14308  -0.163
C: -1.85739 2.78448 0.39842  -0.328
C: -2.43979 3.89605 1.30720  -0.748
C: -3.95801 4.03104 1.38285  -0.881
O: -4.24301 5.39841 1.14886  -0.595
C: -4.58175 3.61667 2.75126  0.700
F: -5.38838 2.54307 2.61028  -0.285
F: -3.68268 3.33193 3.69202  -0.293
F: -5.34748 4.59234 3.22906  -0.267
C: -0.55268 3.03547 -0.35795  -1.039
P: -0.11380 4.78235 -0.83054  -0.129
C: 1.49736 4.63157 -1.66541  -0.622
O: 0.22038 5.52852 0.61757  -0.516
H: 1.49441 -2.53016 1.33867  0.385
H: 3.08508 -1.92406 1.75389  0.297
H: 1.91086 -0.81349 1.00119  0.141
H: 0.87167 -2.42869 -0.76683  0.011
H: 2.01674 -3.21872 -1.83496  0.389
H: 2.02240 -1.47346 -3.22049  0.651
H: 2.71632 -0.43466 -1.95083  -0.417
H: -0.17895 -0.90577 -1.74400  0.126
H: 0.22203 -0.03959 -3.19467  0.843
H: 1.66039 1.44752 -1.49205  -0.204
H: 0.63441 0.68621 -0.25016  0.579
H: -2.46726 3.22398 -3.01635  0.241
H: -2.29843 4.04204 -5.33175  0.489
H: -0.11834 3.82518 -6.53173  0.450
H: 1.77439 2.82356 -5.36625  0.445
H: -1.55316 0.36381 -0.85724  0.837
H: -2.24823 0.86032 -2.29593  0.252
H: -3.30002 2.72258 -0.98140  1.043
H: -2.98254 0.30488 0.78020  0.533
H: -4.29913 1.41953 0.86469  0.229
H: -5.30974 -0.23502 -0.16309  0.600
H: -4.73670 0.11138 -2.87874  0.436
H: -6.09764 0.77088 -2.03649  0.352
H: -4.61677 1.72407 -2.24286  0.237
H: -1.57288 2.00905 1.11784  0.270
H: -2.08438 4.84999 0.91968  0.687
H: -1.95940 3.78659 2.27442  0.512
H: -4.51540 3.48590 0.61636  0.716
H: -5.14811 5.48929 0.83512  0.408
H: 0.24989 2.75404 0.33938  0.810
H: 2.09408 5.49732 -1.38147  0.533
H: 2.00091 3.68074 -1.48341  -0.042
H: 1.33332 4.72647 -2.73534  0.269
H: 0.62100 4.88797 1.22347  0.368
O: 4.12401 1.59357 -1.82722  -0.612
P: 5.58564 1.37740 -1.51877  0.485
N: 5.69774 -0.32378 -1.60410  0.562
C: 6.77776 -1.10067 -1.02564  -0.938
C: 5.30579 -0.90660 -2.88573  -1.296
N: 5.56671 1.87230 0.15054  0.160
C: 5.30386 0.88499 1.18624  -1.168
C: 4.77110 3.06620 0.36508  -1.203
N: 7.30156 1.68876 -1.66567  0.094
C: 7.97990 2.65264 -0.78918  -0.920
C: 7.64476 2.03223 -3.06912  -1.043
H: 7.68040 -1.10567 -1.65025  0.291
H: 6.44572 -2.13420 -0.90634  0.279
H: 7.06133 -0.74709 -0.03895  0.272
H: 6.10780 -0.82963 -3.63298  0.346
H: 4.42270 -0.40876 -3.28448  0.305
H: 5.05499 -1.96173 -2.76107  0.372
H: 4.44401 0.24227 0.95252  0.317
H: 5.10866 1.38565 2.13617  0.432
H: 6.17755 0.25813 1.36640  0.261
H: 3.69820 2.82743 0.39901  0.249
H: 4.92518 3.78477 -0.44341  0.365
H: 5.05018 3.56298 1.29772  0.416
H: 7.52762 3.64692 -0.81189  0.291
H: 9.01948 2.74383 -1.11214  0.392
H: 8.00435 2.29549 0.23449  0.271
H: 7.26422 3.01749 -3.35252  0.345
H: 7.21725 1.29588 -3.75554  0.283
H: 8.72418 2.01940 -3.21354  0.395
O: -2.05191 -3.66392 3.89896  -0.891
P: -3.24004 -4.53160 3.59476  0.837
N: -2.84047 -5.97336 4.41513  0.061
C: -3.45282 -7.26099 4.14709  -0.848
C: -2.61547 -5.82361 5.85231  -1.066
N: -2.96787 -4.74446 1.88574  0.331
C: -2.16860 -5.86811 1.41878  -1.168
C: -2.55476 -3.52093 1.22164  -1.472
N: -4.95169 -4.87473 3.43251  0.122
C: -5.65520 -4.65886 2.16330  -0.861
C: -5.71718 -4.18366 4.49963  -1.022
H: -4.43466 -7.37333 4.62514  0.301
H: -2.80166 -8.04990 4.52927  0.352
H: -3.57999 -7.44766 3.08488  0.206
H: -3.56016 -5.78085 6.41186  0.327
H: -2.05415 -4.91485 6.06389  0.324
H: -2.03061 -6.66181 6.23398  0.342
H: -1.23464 -5.98797 1.98128  0.350
H: -1.91730 -5.73399 0.36503  0.388
H: -2.73339 -6.79983 1.46284  0.225
H: -1.48473 -3.31428 1.36284  0.465
H: -3.11163 -2.66142 1.60376  0.379
H: -2.75425 -3.58610 0.15189  0.460
H: -5.55117 -3.63881 1.78151  0.224
H: -6.71866 -4.85860 2.31606  0.392
H: -5.31527 -5.35792 1.40699  0.264
H: -5.74070 -3.09986 4.34904  0.332
H: -5.26616 -4.37719 5.47658  0.293
H: -6.74110 -4.55352 4.53835  0.358

Forces on the atoms, in the same order (eV/Å):
0.36 -0.11 0.04
-0.20 -0.44 -0.05
0.39 0.45 -0.06
-1.08 0.34 -0.18
-0.31 -0.51 0.89
-0.12 0.24 -0.19
-1.43 0.36 -0.90
-0.01 0.31 1.14
0.24 0.21 -0.79
0.27 0.02 -0.14
-0.09 -0.28 0.43
0.28 0.05 -0.39
-0.60 0.08 -0.48
1.04 -1.75 0.31
1.44 0.77 -0.68
-1.28 -0.08 0.55
-0.42 0.28 -0.22
0.30 -0.36 -0.39
0.00 0.25 -0.13
0.47 -1.38 2.14
0.20 0.15 -1.20
-0.45 0.88 0.08
0.29 -0.07 -0.17
-0.30 0.41 0.15
0.17 -0.35 -0.16
0.22 -0.26 -0.02
-0.11 0.08 0.03
1.65 0.26 -0.10
-1.42 1.44 -0.96
0.00 -0.38 0.14
0.04 -1.20 -0.04
-0.12 0.05 -0.10
0.04 0.16 0.01
-0.08 0.02 0.09
-0.13 0.07 -0.14
0.26 -0.15 0.26
0.29 0.02 -0.01
0.21 -0.28 0.00
-0.13 -0.07 -0.26
0.31 0.21 -0.11
-0.03 0.14 0.13
0.23 -0.15 0.01
0.07 -0.10 0.23
-0.10 0.02 0.15
-0.05 0.08 -0.01
0.09 -0.05 0.15
-0.32 0.09 0.34
-0.28 0.66 -0.22
-0.50 -0.57 -0.37
0.43 0.23 -0.14
0.07 0.28 -0.11
0.13 -0.14 0.18
0.00 0.08 -0.08
-0.03 0.13 0.23
-0.07 0.08 0.13
-0.06 -0.16 -0.12
-0.21 0.09 0.01
-0.23 -0.07 0.13
0.23 -0.44 0.11
-0.09 0.12 0.18
-0.09 -0.05 0.08
0.08 -0.10 0.28
0.36 0.19 0.04
-0.07 -0.05 -0.02
0.29 0.37 0.23
1.31 1.34 -2.46
-0.44 -2.90 5.00
-0.08 0.25 -0.48
0.47 0.14 0.01
-0.39 0.13 -0.14
0.40 -0.25 0.20
0.05 -0.26 -0.04
-0.16 0.12 -0.22
-1.08 1.70 -1.95
0.03 0.09 0.32
0.02 -0.52 -0.16
-0.02 0.01 -0.01
-0.12 0.04 -0.05
0.01 0.13 -0.08
0.03 -0.13 0.03
0.10 0.07 0.05
0.06 -0.01 0.10
0.03 -0.02 0.04
-0.05 0.15 -0.09
-0.10 -0.07 -0.06
-0.04 0.15 -0.02
-0.06 -0.01 0.02
0.10 -0.14 0.03
0.06 0.05 0.03
-0.09 -0.06 -0.23
-0.21 0.00 0.00
0.11 0.05 -0.01
-0.05 0.01 0.05
0.01 -0.02 0.08
-2.30 1.63 1.50
2.56 -4.13 -3.14
-0.14 0.35 0.28
-0.49 -0.04 -0.11
0.33 0.32 0.10
-0.22 -0.43 -0.13
0.00 -0.24 0.16
0.11 0.10 0.25
-0.06 2.55 1.06
0.03 -0.08 -0.28
0.11 -0.39 0.35
0.02 0.02 0.01
0.07 0.09 0.05
-0.07 0.13 0.01
0.03 -0.13 0.03
-0.02 0.02 -0.11
-0.05 -0.07 -0.08
0.01 -0.04 -0.04
-0.01 0.18 0.02
0.09 0.00 0.09
-0.03 0.10 0.03
0.03 -0.02 0.01
-0.04 -0.21 0.01
-0.05 0.01 -0.06
0.04 0.08 0.23
0.19 0.09 0.01
-0.11 0.01 -0.01
0.05 0.01 -0.04
0.02 -0.05 -0.06

Calculated values
F_max: 5.8 eV Å⁻¹
net charge: +1
E_LUMO: -0.0901 hartree
highest occupied orbital energy: -10.0 eV
HOMO-LUMO gap: 7.544 eV


[2]
Entry from the OMol25 dataset: a structure of composition C33H70F4NbO3S at a distorted geometry (the ωB97M-V functional and the def2-TZVPD basis).

Last column: Mulliken charge in e.
Positions of all 112 atoms, in Å:
C: 5.65193 -0.83576 -0.85573  -0.936
C: 5.44007 0.51201 -1.54800  -0.389
S: 3.72039 1.11615 -1.63824  -0.186
C: 2.63706 -0.32469 -1.46420  0.074
Nb: 0.43474 0.12217 -1.19366  -1.385
C: 0.14542 -1.14952 0.70179  -1.313
C: -1.15542 -1.97509 0.74946  0.894
C: -0.96769 -3.45222 0.55679  -0.093
O: -1.62522 -4.13536 -0.20971  -0.611
O: 0.04444 -4.03150 1.30068  -0.479
C: -1.72103 0.89262 -1.17756  -1.146
C: -2.27943 1.23692 0.20955  -0.355
C: -2.72172 2.67782 0.39352  0.836
F: -2.21462 3.53442 -0.50630  -0.288
F: -2.31608 3.14248 1.61574  -0.337
F: -4.07176 2.80696 0.39829  -0.340
C: 0.96535 2.03143 -0.03848  -0.426
C: 1.78553 1.86145 1.20055  0.536
O: 1.88962 2.67432 2.10247  -0.630
F: 2.43242 0.67712 1.35058  -0.165
C: -0.29110 -1.52544 -2.55424  -1.830
C: 0.72250 -2.58404 -3.03206  2.444
C: 1.35780 -3.39556 -1.90892  -1.220
C: 0.01481 -3.56172 -3.99921  -1.562
H: 5.81706 -1.61096 -1.59251  0.145
H: 6.56343 -0.77862 -0.27131  0.365
H: 4.86166 -1.09005 -0.16879  0.277
H: 5.98169 1.26333 -0.98930  0.488
H: 5.88614 0.49722 -2.53365  0.214
H: 2.91819 -0.90875 -0.59327  0.075
H: 2.84653 -0.93713 -2.33793  -0.020
H: 0.60626 1.13476 -2.72335  -0.059
H: 0.09181 -0.43308 1.52122  0.843
H: 1.00602 -1.75976 0.94018  0.847
H: -1.63466 -1.87201 1.72529  -0.457
H: -1.89814 -1.68133 0.02255  0.243
H: -0.11968 -3.82381 2.22345  0.350
H: -2.31856 0.08114 -1.57982  0.449
H: -1.81101 1.70432 -1.88676  0.636
H: -3.16846 0.64664 0.38792  0.412
H: -1.60788 1.02674 1.03213  0.092
H: 0.10052 2.58469 0.30361  -0.240
H: 1.51410 2.73983 -0.64626  0.761
H: -0.70043 -1.06624 -3.45059  0.548
H: -1.13569 -2.04815 -2.10149  0.597
H: 1.47885 -2.09319 -3.63520  -0.570
H: 2.35133 -3.72132 -2.20864  0.064
H: 0.79901 -4.29584 -1.70492  0.534
H: 1.48046 -2.84685 -0.98489  0.135
H: -0.41077 -4.39746 -3.45807  0.374
H: 0.69941 -3.96168 -4.74251  0.289
H: -0.81337 -3.07591 -4.49513  0.441
C: -2.61768 -3.20265 8.43807  -1.201
C: -3.66871 -2.46875 7.60957  -0.391
C: -3.91298 -3.09999 6.24018  -0.797
C: -2.69728 -3.11537 5.31291  -0.667
C: -2.08986 -1.74254 5.02519  -0.346
C: -3.04775 -0.79126 4.31371  -1.245
H: -1.64270 -3.19750 7.94947  0.289
H: -2.49630 -2.73111 9.41441  0.377
H: -2.90914 -4.24224 8.60223  0.292
H: -3.37682 -1.42167 7.49566  0.247
H: -4.61216 -2.46341 8.16212  0.383
H: -4.73781 -2.57538 5.75070  0.314
H: -4.25517 -4.13055 6.38027  0.407
H: -2.99138 -3.57798 4.36498  0.323
H: -1.92332 -3.76375 5.73451  0.353
H: -1.20369 -1.88091 4.39904  0.249
H: -1.73733 -1.28204 5.95185  0.431
H: -3.37730 -1.21529 3.36278  0.243
H: -2.55156 0.15714 4.10281  0.317
H: -3.92876 -0.57117 4.91869  0.444
C: 4.81833 -0.96490 -4.83183  -0.575
C: 4.75307 -1.90609 -6.02967  -0.821
C: 3.65868 -2.96384 -5.88844  -0.786
C: 3.82158 -3.90344 -4.69296  0.826
C: 5.13773 -4.67820 -4.65657  -0.711
C: 5.32647 -5.61174 -5.84938  -1.344
H: 5.05464 -1.49867 -3.90986  -0.169
H: 5.58517 -0.20154 -4.97340  0.484
H: 3.86366 -0.45507 -4.68928  0.273
H: 5.72818 -2.38014 -6.17950  0.287
H: 4.55670 -1.32248 -6.93330  0.420
H: 3.60598 -3.54807 -6.81256  0.424
H: 2.69104 -2.46099 -5.79661  0.317
H: 2.99032 -4.61583 -4.69511  0.533
H: 3.72138 -3.33367 -3.76481  -0.852
H: 5.16474 -5.27009 -3.73800  0.447
H: 5.98166 -3.98539 -4.59802  0.287
H: 4.51413 -6.33946 -5.90481  0.300
H: 6.26393 -6.16479 -5.76365  0.403
H: 5.35674 -5.06330 -6.79211  0.298
C: -1.22044 6.72113 1.84900  -1.037
C: -2.45467 7.31048 2.52771  -0.435
C: -3.75114 6.60469 2.13717  -0.671
C: -4.10429 6.67756 0.65446  -0.208
C: -4.24741 8.08403 0.07615  -0.540
C: -5.37107 8.89264 0.71929  -1.230
H: -1.27024 6.81344 0.76337  0.246
H: -0.31793 7.23641 2.18133  0.404
H: -1.11231 5.66381 2.09392  0.187
H: -2.52132 8.38056 2.30636  0.253
H: -2.33104 7.23109 3.61133  0.364
H: -4.57149 7.01546 2.73545  0.348
H: -3.67775 5.54913 2.41432  0.304
H: -5.04478 6.13923 0.49828  0.412
H: -3.34989 6.13364 0.08041  -0.002
H: -4.44370 7.99839 -0.99566  0.392
H: -3.30456 8.62968 0.17167  0.269
H: -6.33086 8.38508 0.60146  0.286
H: -5.45555 9.87700 0.25445  0.382
H: -5.19783 9.04923 1.78513  0.287

Forces on the atoms, in the same order (eV/Å):
0.52 0.49 -0.21
-0.09 -0.26 0.32
-0.21 0.07 0.14
0.58 1.01 -0.80
0.17 -1.43 0.82
-0.67 0.18 -0.24
0.30 -0.30 0.25
-0.82 -1.00 -1.15
1.15 0.88 1.04
-0.61 -0.39 -0.34
0.64 0.09 -0.09
-0.23 0.33 -0.45
0.41 -0.15 0.73
-0.34 0.03 0.04
-0.17 0.05 -0.21
0.17 0.20 -0.34
0.09 -0.48 0.30
-0.26 2.13 1.46
0.01 -1.69 -1.36
0.04 -0.02 -0.08
0.42 0.33 -0.11
-0.94 -0.36 -0.28
0.63 0.12 -0.26
0.17 0.11 0.18
-0.31 -0.40 -0.05
0.27 -0.06 0.17
-0.29 -0.17 0.08
0.00 0.37 0.15
0.00 -0.08 -0.35
-0.16 -0.02 0.40
-0.38 -0.28 -0.20
-0.01 -0.14 -0.02
0.11 0.31 0.12
0.27 -0.25 0.01
-0.14 0.02 0.27
-0.22 0.14 -0.25
0.31 0.37 0.26
-0.01 -0.30 -0.23
-0.15 0.29 -0.01
-0.26 -0.18 0.20
0.31 0.00 0.15
-0.26 0.26 0.07
0.25 0.08 -0.38
-0.18 0.21 -0.19
-0.19 -0.09 0.32
0.36 0.29 0.11
0.19 -0.13 0.04
-0.37 -0.20 0.21
-0.02 0.19 0.21
-0.13 -0.25 0.21
0.11 -0.12 -0.19
-0.11 0.22 -0.37
-0.04 0.10 0.01
0.02 -0.10 0.05
-0.04 0.02 -0.03
0.08 -0.02 0.01
-0.10 -0.04 -0.10
0.17 0.06 0.06
0.01 -0.02 -0.01
0.01 -0.02 0.01
0.02 -0.02 -0.02
-0.01 0.01 -0.03
-0.01 0.03 -0.01
0.01 0.00 -0.01
0.00 0.00 0.02
0.00 0.01 -0.01
-0.02 -0.01 0.01
0.04 0.03 0.03
0.03 -0.02 0.01
-0.07 0.01 0.01
-0.04 0.01 -0.05
-0.02 -0.03 -0.02
0.04 0.02 -0.09
-0.06 0.04 0.10
0.01 -0.06 -0.08
0.05 0.04 0.02
-0.06 -0.07 -0.06
0.11 0.03 0.07
-0.02 0.00 0.01
-0.01 0.03 0.01
0.00 0.02 0.08
-0.02 -0.05 -0.02
0.01 0.00 -0.01
-0.01 -0.02 0.01
0.00 0.03 0.00
0.01 0.00 0.02
0.01 0.01 -0.07
0.02 0.02 0.02
0.00 0.02 0.01
-0.03 0.02 -0.03
-0.01 -0.02 -0.02
-0.03 0.00 -0.01
-0.01 0.11 0.09
0.10 -0.09 -0.05
-0.09 0.06 0.13
0.02 -0.07 -0.13
-0.08 0.01 0.09
0.09 0.08 -0.07
0.00 -0.03 -0.01
0.03 -0.03 -0.02
0.01 -0.02 -0.06
-0.04 0.00 0.00
-0.01 0.03 0.01
-0.01 0.00 -0.03
0.03 0.00 0.01
0.01 -0.02 -0.02
-0.02 -0.02 0.00
0.03 0.01 -0.01
0.02 -0.01 0.00
-0.01 -0.02 0.04
-0.03 0.00 0.01
-0.01 -0.03 0.01

Calculated values
F_max: 2.6 eV Å⁻¹
net charge: -1
E_LUMO: 0.0805 hartree
highest occupied orbital energy: -5.3 eV
HOMO-LUMO gap: 7.497 eV